{"formula": "C5H9FN2O", "method": "ωB97M-V/def2-TZVPD", "species": ["C", "N", "C", "O", "C", "C", "C", "N", "F", "H", "H", "H", "H", "H", "H", "H", "H", "H"], "xyz": [[3.429273, -0.029452, -0.084454], [2.150743, -0.689044, -0.273238], [1.101627, -0.020879, -0.176372], [0.640695, 1.233961, -0.047563], [-0.779269, 1.173803, 0.275509], [-1.407800, -0.080156, -0.352372], [-2.709277, -0.465294, 0.362557], [-0.372860, -1.036112, -0.073241], [-0.336076, -1.982468, -1.067079], [3.291032, 1.036923, 0.298056], [3.962264, 0.009510, -1.052966], [3.990814, -0.811763, 0.662073], [-1.232082, 2.187844, -0.029500], [-1.089807, 1.139071, 1.373922], [-1.650117, 0.083007, -1.449499], [-3.522185, -0.471760, -0.319173], [-2.819728, 0.247593, 1.228541], [-2.647246, -1.524777, 0.724792]], "forces_ev_per_angstrom": [[1.01, -0.86, 1.35], [-1.17, 1.79, 0.11], [-3.05, -3.90, -0.22], [-0.23, -0.79, 0.67], [-1.71, 1.98, 0.57], [-0.47, 0.59, -0.95], [0.93, -0.31, 1.28], [3.12, 2.59, 0.41], [0.15, -0.48, -0.72], [0.60, -1.45, -0.14], [-0.07, -0.11, 0.60], [-0.88, 2.52, -1.71], [0.75, -1.71, -0.09], [1.59, -0.11, -0.94], [0.80, -0.33, 0.97], [-0.96, 0.49, -0.38], [-0.55, -0.96, -0.77], [0.16, 1.05, -0.04]], "nbo_charge": [-0.441, -0.477, 0.684, -0.490, -0.076, -0.146, -0.614, -0.070, -0.248, 0.190, 0.211, 0.216, 0.215, 0.190, 0.200, 0.217, 0.202, 0.239], "smiles": "C/N=C1\\OC[C@H](C)N1F", "energy_ev": -13071.64000, "homo_lumo_gap_ha": 0.3723, "relative_energy_kj_mol": 0.0, "charge": 0}